[1]
C4H8N2O2 | ωB97M-V/def2-TZVPD

```
! RIJCOSX wB97M-V def2-TZVPD def2/J DEFGRID3
* xyz 0 1
O 2.486 0.847 -0.871
O 3.587 -0.669 -0.081
N -0.501 1.116 0.290
N -0.845 -1.103 -0.666
C 0.016 -0.149 -0.253
C -2.363 -0.383 -0.455
C 1.191 -0.728 0.464
C 2.537 -0.196 -0.092
H 1.666 1.269 -0.940
H -3.186 -1.172 -0.427
H -0.328 1.533 1.140
H 1.361 -1.774 0.034
H 1.019 -0.586 1.728
H -2.459 -0.012 0.906
H -2.596 0.614 -1.079
H -1.586 1.391 0.301
*
```

The relative energy (zero: lowest compared OMol25 entry of this formula, charge and spin) comes out at 6.173 eV. Its HOMO energy is -0.364 Ha. As for the gap between HOMO and LUMO: 10.064 eV.

---

[2]
C4H8N2O2 | ωB97M-V/def2-TZVPD

```
! RIJCOSX wB97M-V def2-TZVPD def2/J DEFGRID3
* xyz 0 1
O 0.924 2.026 0.219
O -2.724 -1.925 -0.381
N -0.351 -0.396 1.484
N -1.108 -0.522 0.337
C 0.602 0.203 -1.326
C -0.554 -0.445 -0.997
C 1.623 0.964 -0.430
C -2.201 -1.306 0.511
H 0.205 0.547 1.488
H 0.379 -1.153 1.444
H 2.089 0.304 0.278
H 0.846 0.297 -2.386
H 1.455 2.467 0.926
H -1.142 -1.015 -1.655
H -2.401 -1.569 1.601
H 2.360 1.523 -1.113
*
```

The relative energy (zero: lowest compared OMol25 entry of this formula, charge and spin) comes out at 3.530 eV. As for the structure (SMILES): NN(C=O)/C=C\CO. Its HOMO energy is -0.330 Ha. As for the gap between HOMO and LUMO: 9.413 eV.

---

[3]
C4H8N2O2 | ωB97M-V/def2-TZVPD

```
! RIJCOSX wB97M-V def2-TZVPD def2/J DEFGRID3
* xyz 0 1
O 0.902 1.820 -0.187
O -2.478 0.839 -0.003
N -0.065 -1.692 0.428
N -1.405 0.064 -0.430
C 1.645 0.778 0.562
C 1.009 -1.426 -0.410
C 1.846 -0.378 -0.332
C -1.126 -0.951 0.399
H 0.781 2.580 0.407
H -1.998 -1.215 1.011
H 2.598 1.218 0.877
H 1.067 0.468 1.461
H -3.071 0.703 -0.758
H 2.633 -0.261 -1.079
H -0.606 0.689 -0.572
H 1.253 -2.203 -1.122
*
```

The relative energy (zero: lowest compared OMol25 entry of this formula, charge and spin) comes out at 4.102 eV. As for the structure (SMILES): OC/C=C\N=C/NO. Its HOMO energy is -0.321 Ha. As for the gap between HOMO and LUMO: 9.505 eV.

---

[4]
C4H8N2O2 | ωB97M-V/def2-TZVPD

```
! RIJCOSX wB97M-V def2-TZVPD def2/J DEFGRID3
* xyz 0 1
O 0.287 1.758 0.627
O 1.366 -2.053 0.202
N -0.891 -1.743 1.922
N 0.811 -0.042 -0.830
C -0.677 -0.961 0.783
C 0.186 1.085 -0.555
C -0.131 2.020 -1.679
C 0.479 -1.022 0.043
H -0.147 -2.406 2.091
H -1.795 -2.192 1.972
H 0.587 1.155 1.322
H 0.689 2.730 -1.805
H -0.250 1.466 -2.606
H 2.079 -1.910 -0.434
H -1.035 2.584 -1.457
H -1.560 -0.468 0.406
*
```

The relative energy (zero: lowest compared OMol25 entry of this formula, charge and spin) comes out at 2.833 eV. As for the structure (SMILES): C/C(O)=N/C(O)=C/N. Its HOMO energy (spin up / spin down) is -0.251 / -0.251 Ha. As for the gap between HOMO and LUMO (spin up / spin down): 7.382 / 7.383 eV.

---

[5]
C4H8N2O2S | ωB97M-V/def2-TZVPD

```
! RIJCOSX wB97M-V def2-TZVPD def2/J DEFGRID3
* xyz 0 1
S 0.895 1.153 1.662
O -0.572 1.709 2.275
O 1.486 2.043 0.645
N -0.397 -0.026 -0.571
N 0.222 -1.334 1.104
C -0.669 -1.296 -0.890
C -0.243 -2.110 0.090
C -0.925 1.197 -1.240
C 0.183 -0.104 0.682
H 2.493 -1.373 -0.946
H 2.306 -1.007 -0.283
H -1.017 -1.570 -1.834
H -0.098 1.917 -1.135
H -1.706 1.466 -0.598
H -0.381 -3.136 -0.030
H -0.437 1.741 3.270
H -1.140 0.730 -2.201
*
```

The relative energy (zero: lowest compared OMol25 entry of this formula, charge and spin) comes out at 2.884 eV. Its HOMO energy is -0.336 Ha. As for the gap between HOMO and LUMO: 9.514 eV.

---

[6]
C4H8N2O3 | ωB97M-V/def2-TZVPD

```
! RIJCOSX wB97M-V def2-TZVPD def2/J DEFGRID3
* xyz 0 1
O -1.343 0.491 -0.342
O 0.856 1.933 0.703
O -1.665 -1.686 0.620
N 2.891 -0.813 -0.034
N 0.366 -1.262 -0.171
C -2.741 0.804 -0.306
C -0.957 -0.805 0.026
C 1.555 -0.393 -0.229
C 1.573 1.239 -0.194
H -2.816 1.948 -0.385
H 2.792 -1.855 -0.268
H -2.970 0.790 0.698
H -3.443 0.318 -0.991
H -0.043 2.085 0.338
H 1.083 1.386 -1.199
H 2.781 1.296 -0.085
H 0.438 -2.422 -0.299
*
```

The relative energy (zero: lowest compared OMol25 entry of this formula, charge and spin) comes out at 4.755 eV. As for the structure (SMILES): [H]/N=C(/CO)NC(=O)OC. Its HOMO energy is -0.352 Ha. As for the gap between HOMO and LUMO: 10.035 eV.

---

[7]
C4H8N2O3 | ωB97M-V/def2-TZVPD

```
! RIJCOSX wB97M-V def2-TZVPD def2/J DEFGRID3
* xyz 0 1
O 0.294 -0.498 0.496
O 0.184 3.098 1.420
O -1.515 0.759 0.571
N 0.524 1.695 -0.176
N 0.766 2.837 0.522
C 1.514 1.406 -1.170
C -0.461 -1.670 1.078
C -1.347 -2.191 -0.058
C -0.380 0.610 0.380
H -1.914 -3.066 -0.054
H 1.975 2.576 -1.587
H 0.522 -2.002 1.110
H -0.955 -1.026 1.627
H -1.799 -1.221 -0.703
H 2.168 0.406 -0.604
H -0.400 -2.669 -0.991
H 0.824 0.956 -1.861
*
```

The relative energy (zero: lowest compared OMol25 entry of this formula, charge and spin) comes out at 9.389 eV. Its HOMO energy is -0.324 Ha. As for the gap between HOMO and LUMO: 9.509 eV.

---

[8]
C4H8N2OP | ωB97M-V/def2-TZVPD

```
! RIJCOSX wB97M-V def2-TZVPD def2/J DEFGRID3
* xyz 1 3
P -2.886 -0.303 -1.924
O -3.183 -1.553 -1.329
N -1.149 0.045 -1.035
N 0.722 -0.219 0.280
C -0.227 1.014 -1.339
C 1.326 0.064 1.631
C 0.854 0.971 -0.618
C -0.670 -0.680 0.089
H 2.373 0.195 1.601
H 1.315 -1.036 -0.017
H -1.101 -0.315 1.012
H 1.122 -0.769 2.211
H 0.861 0.972 2.139
H -0.330 1.854 -2.047
H -0.899 -1.750 -0.041
H 1.871 1.510 -0.612
*
```

The relative energy (zero: lowest compared OMol25 entry of this formula, charge and spin) comes out at 1.241 eV. Its expectation value of S² is 2.026. Its HOMO energy (spin up / spin down) is -0.339 / -0.495 Ha. As for the gap between HOMO and LUMO (spin up / spin down): 5.377 / 6.059 eV.